Below is one molecule with the formula C11H11N3O3S in a non-equilibrium geometry, with properties calculated with ωB97M-V/def2-TZVPD.

## Properties
HOMO-LUMO gap ... 8.64 eV
SMILES ... COc1ccc(S(=O)(=O)c2ccc(N)cc2)nn1
HOMO level ... -8.6 eV
Max |F| ... 3.55 eV/A
Energy relative to the best compared isomer or geometry (same formula, charge and spin) ... 2.123 eV

Geometry as XYZ:
```
29
Properties=species:S:1:pos:R:3:forces:R:3
O -2.239 1.827 1.568 1.8 -1.2 -1.1
O -0.599 3.187 0.365 0.0 -3.5 -0.1
N -1.617 -1.228 -1.858 -0.3 -0.2 -1.4
N -1.477 -0.530 -0.738 0.5 0.3 0.2
O -1.826 -1.296 -4.276 0.2 0.0 1.7
C -1.630 -0.638 -3.085 0.1 0.7 0.9
C -1.323 0.786 -0.758 0.2 0.5 -1.4
C -1.469 0.748 -3.179 -0.3 1.1 2.0
C -1.353 1.504 -1.969 -0.2 -2.1 -1.6
C 2.717 0.824 2.144 -0.3 0.1 -0.9
C 1.139 -0.448 3.424 -1.4 0.1 -0.5
C 1.673 1.303 1.382 -0.1 0.9 -0.7
C 0.068 0.071 2.675 1.0 0.1 0.1
C 2.450 -0.082 3.155 0.6 -0.1 0.6
C 0.341 0.991 1.652 -0.4 -0.4 0.1
N 3.495 -0.578 3.894 0.3 0.4 -0.2
C -1.930 -2.718 -4.205 -0.6 -0.4 0.0
S -1.009 1.794 0.752 -1.3 3.0 1.4
H -1.535 1.240 -4.135 0.1 0.1 -0.1
H -1.341 2.569 -1.992 0.3 0.5 0.0
H 3.744 1.057 1.880 -0.1 0.1 0.1
H 0.911 -1.151 4.217 0.1 0.0 0.0
H 1.883 1.972 0.546 0.0 0.0 0.3
H -0.937 -0.239 2.899 -0.2 0.1 0.0
H 4.440 -0.246 3.718 -0.6 -0.4 0.2
H 3.330 -1.355 4.494 0.2 -0.2 0.3
H -1.048 -3.174 -3.821 1.0 -0.1 0.2
H -2.133 -3.123 -5.188 0.1 0.4 -0.3
H -2.725 -3.067 -3.563 -0.4 0.3 0.3
```
Forces are in eV/Å.

Löwdin population analysis, charges in e, atoms 1 to 4:
1 O -0.33
2 O -0.35
3 N 0.09
4 N 0.05

---

Below is one molecule with the formula C11H11NO in a non-equilibrium geometry, with properties calculated with ωB97M-V/def2-TZVPD.

## Properties
HOMO-LUMO gap ... 8.04 eV
SMILES ... Cc1cc(C)c2cccnc2c1O
HOMO level ... -7.8 eV
Max |F| ... 7.87 eV/A
Energy relative to the best compared isomer or geometry (same formula, charge and spin) ... 5.139 eV

Geometry as XYZ:
```
24
Properties=species:S:1:pos:R:3:forces:R:3
C -3.320 -0.818 0.081 0.1 1.9 -1.3
C -1.771 -0.394 -0.146 -2.8 2.2 2.1
C -1.302 0.929 0.119 0.7 -0.8 -1.8
C 0.024 1.342 -0.022 -0.7 1.5 0.4
C 0.155 2.917 0.006 -3.3 0.9 -1.5
C 1.095 0.360 -0.041 -6.8 -1.5 0.3
C 2.391 0.608 -0.086 7.6 -1.8 -0.9
C 3.272 -0.563 0.052 -0.5 -0.8 0.3
C 2.662 -1.919 0.174 2.8 1.0 -2.4
C 0.538 -1.078 0.016 2.0 2.4 -1.2
C -0.879 -1.350 -0.129 4.3 5.7 0.1
H -3.657 0.283 -0.523 -0.5 -3.4 2.3
H -3.728 -1.837 -0.575 1.4 3.3 2.1
H -3.563 -0.917 1.339 0.5 0.5 -4.0
H -2.084 1.640 0.236 -0.3 0.8 0.1
H 0.385 3.613 -0.902 0.4 -2.0 1.1
H -0.969 3.266 0.095 2.0 -0.7 0.0
H 0.551 3.385 0.870 1.1 0.0 0.9
H 3.020 1.530 -0.420 -2.0 -1.2 1.0
H 4.451 -0.519 0.022 -2.7 0.2 0.1
H 3.355 -2.870 -0.011 -1.5 2.2 0.9
H -0.662 -3.022 -0.064 4.7 -5.0 0.0
N 1.377 -2.116 -0.037 -0.5 -0.3 1.2
O -1.342 -2.471 -0.055 -5.9 -5.0 0.2
```
Forces are in eV/Å.

Löwdin population analysis, charges in e, atoms 1 to 4:
1 C -0.05
2 C -0.23
3 C -0.03
4 C -0.18

---

Below is a 2-piece molecular cluster, C11H11NO overall in a non-equilibrium geometry, with properties calculated with ωB97M-V/def2-TZVPD.

## Properties
HOMO-LUMO gap ... 8.35 eV
HOMO level ... -8.2 eV
Max |F| ... 4.95 eV/A
Energy relative to the best compared isomer or geometry (same formula, charge and spin) ... 5.164 eV

Geometry as XYZ:
```
24
Properties=species:S:1:pos:R:3:forces:R:3
C 3.154 1.325 0.109 -1.2 -0.5 -1.4
C -2.019 2.814 -0.563 -1.3 0.0 -1.2
C -1.846 1.677 -1.389 -2.0 1.7 -1.4
C -1.532 2.785 0.724 0.9 -1.2 -0.3
C -1.238 0.566 -0.915 0.8 -1.8 -0.1
C -0.856 1.667 1.247 -1.6 -0.3 -4.7
C -0.738 0.534 0.398 -1.6 2.2 0.1
C 2.553 0.387 -1.974 -2.5 -1.6 -4.0
C 2.289 1.129 -0.966 -0.4 1.2 0.9
C -0.031 -0.604 0.769 0.6 -3.0 1.2
C 0.060 -2.844 1.080 -1.2 -1.6 0.5
N 3.878 1.689 0.885 2.4 0.9 2.8
O -0.775 -1.718 0.851 0.7 2.8 -0.1
H -2.704 3.649 -0.929 1.4 -1.0 0.5
H -2.368 1.681 -2.401 1.0 -0.1 1.3
H -1.548 3.655 1.295 -0.4 1.3 1.1
H -1.085 -0.354 -1.535 -0.3 1.0 0.5
H -0.513 1.669 2.192 1.3 -0.1 3.1
H 1.796 0.298 -2.830 1.2 0.4 1.3
H 3.339 -0.278 -2.090 1.6 -0.9 0.2
H 1.471 1.792 -0.989 -1.1 0.5 0.1
H -0.647 -3.701 0.878 1.2 0.6 0.1
H 0.427 -2.897 2.125 -0.3 0.2 -0.7
H 0.862 -2.714 0.384 0.6 -0.7 -0.2
```
Forces are in eV/Å.

Löwdin population analysis, charges in e, atoms 1 to 4:
1 C -0.25
2 C -0.09
3 C -0.10
4 C -0.08

---

Below is one molecule with the formula C11H11NO in a non-equilibrium geometry, with properties calculated with ωB97M-V/def2-TZVPD.

## Properties
HOMO-LUMO gap ... 8.52 eV
HOMO level ... -7.7 eV
Max |F| ... 5.26 eV/A
Energy relative to the best compared isomer or geometry (same formula, charge and spin) ... 4.490 eV

Geometry as XYZ:
```
24
Properties=species:S:1:pos:R:3:forces:R:3
C -0.537 3.284 -0.447 0.1 0.1 -0.1
C 0.399 3.447 -1.435 -0.2 0.5 0.0
C -0.559 1.908 -0.101 0.1 0.0 -0.1
C 0.366 1.334 -0.914 0.0 -5.1 1.4
C -0.328 -2.474 1.046 0.2 -0.2 -0.2
C 0.303 -3.411 0.339 0.0 0.0 -0.1
C 0.478 -0.884 -0.447 -0.1 4.6 -0.8
C -0.140 -1.061 0.712 0.1 -0.1 -0.2
C -1.398 1.170 0.894 0.1 -0.2 0.1
C 1.263 -3.037 -0.757 0.3 -0.5 0.3
C -0.625 0.047 1.608 -0.1 0.3 -0.1
N 0.958 2.230 -1.716 0.3 0.1 -0.4
O 0.983 -1.739 -1.312 -0.3 0.3 -0.2
H -1.145 4.060 -0.022 -0.1 0.2 0.1
H 0.713 4.333 -1.950 0.1 0.1 -0.1
H -1.016 -2.731 1.837 -0.1 -0.1 0.1
H 0.172 -4.465 0.522 -0.1 -0.1 0.1
H -1.771 1.871 1.645 0.0 0.0 0.0
H -2.266 0.736 0.386 0.0 0.0 0.1
H 2.304 -3.047 -0.378 -0.2 0.1 -0.1
H 1.201 -3.733 -1.599 0.0 0.2 0.1
H -1.270 -0.387 2.375 0.1 0.0 0.0
H 0.239 0.492 2.112 -0.1 0.0 0.1
H 1.675 2.059 -2.399 -0.1 -0.1 0.1
```
Forces are in eV/Å.

Löwdin population analysis, charges in e, atoms 1 to 4:
1 C -0.06
2 C -0.14
3 C -0.26
4 C -0.01

---

Below is one molecule with the formula C11H11NO2S in a non-equilibrium geometry, with properties calculated with ωB97M-V/def2-TZVPD.

## Properties
HOMO-LUMO gap ... 8.48 eV
SMILES ... Cc1c(C(=O)O)[nH]c2c(C3CC3)csc12
HOMO level ... -8.2 eV
Max |F| ... 4.55 eV/A
Energy relative to the best compared isomer or geometry (same formula, charge and spin) ... 3.377 eV

Geometry as XYZ:
```
26
Properties=species:S:1:pos:R:3:forces:R:3
O -4.243 0.957 0.548 1.6 -0.1 -0.4
O -2.934 2.661 0.020 1.4 -0.3 -0.1
S 0.109 -2.665 -0.995 1.9 2.3 0.1
C -3.103 1.331 0.264 -4.3 1.4 0.1
C 1.710 -1.799 -0.824 -2.6 1.9 0.8
C -0.625 -1.127 -0.514 -2.1 -2.0 -0.5
C 0.185 -0.100 -0.115 -1.5 -0.3 -0.4
C -2.007 0.510 -0.002 2.8 -1.2 0.3
C -2.024 -0.794 -0.466 0.5 0.6 -0.2
C 1.529 -0.518 -0.337 2.7 1.0 1.6
N -0.675 0.954 0.283 0.6 -1.2 -1.0
C -3.195 -1.649 -0.974 0.6 1.1 0.7
C 3.002 1.211 1.278 -0.8 -1.9 0.1
C 3.789 -0.084 1.101 0.6 0.8 -0.1
C 2.777 0.337 0.062 0.2 0.7 -1.5
H -3.807 2.972 -0.203 -0.7 0.4 0.3
H 2.701 -1.982 -1.135 0.7 -1.4 -0.3
H -0.401 1.934 0.273 -0.3 -0.5 0.1
H -3.157 -1.729 -2.106 -0.6 0.6 1.3
H -2.920 -2.645 -0.667 -0.4 -0.6 0.4
H -4.131 -1.284 -0.421 1.1 -0.7 -1.5
H 3.616 2.074 1.122 -0.1 0.5 0.0
H 2.200 1.283 1.954 -0.7 0.2 1.1
H 4.849 0.253 1.021 -0.8 -1.2 -0.4
H 3.585 -1.049 1.578 0.0 0.7 0.3
H 3.168 0.948 -0.745 0.1 -0.7 -0.6
```
Forces are in eV/Å.

Löwdin population analysis, charges in e, atoms 1 to 4:
1 O 0.08
2 O 0.10
3 S 0.99
4 C -0.46

---

Below is an isolated ion of composition C11H11O2 and charge -1 in a non-equilibrium geometry, with properties calculated with ωB97M-V/def2-TZVPD.

## Properties
HOMO-LUMO gap (alpha / beta) ... 5.92 / 5.91 eV
Net charge ... -1
HOMO level (alpha / beta) ... -2.3 / -2.3 eV
Max |F| ... 4.06 eV/A
Energy relative to the best compared isomer or geometry (same formula, charge and spin) ... 3.744 eV

Geometry as XYZ:
```
24
Properties=species:S:1:pos:R:3:forces:R:3
C 3.670 1.430 -0.945 0.9 0.4 -0.2
C 3.094 0.444 -0.528 -1.9 -0.7 1.0
C -0.781 0.185 -0.245 -0.9 2.5 0.6
C 0.043 1.314 -0.185 0.4 -1.5 0.2
C -0.306 -1.146 -0.201 1.8 -1.3 -0.5
C -2.594 1.662 0.452 0.0 0.8 0.3
C -2.245 0.498 -0.081 0.1 0.2 -0.4
C 1.152 -1.336 -0.686 0.2 4.0 -0.2
C 2.152 -0.400 0.123 -1.9 -0.6 -2.0
C -3.382 -0.425 -0.555 1.0 2.3 -2.2
C 2.372 -0.896 1.517 -1.7 1.9 0.4
O 0.303 2.457 -0.109 -0.1 -1.2 -0.2
O -1.000 -2.110 0.079 -0.4 -0.3 0.2
H 4.416 2.110 -1.279 0.0 -0.1 -0.2
H -3.614 1.959 0.344 -0.6 0.2 0.4
H -1.915 2.389 0.916 -0.2 -0.5 -0.4
H 1.434 -2.353 -0.701 0.1 -1.3 -0.1
H 1.039 -0.842 -1.703 0.6 -1.1 0.7
H -3.475 -0.523 -1.682 0.2 0.1 1.3
H -4.318 -0.183 -0.113 -0.9 1.0 0.1
H -3.194 -1.319 -0.136 0.9 -3.5 0.9
H 1.718 -0.356 2.251 0.4 0.0 -0.3
H 3.360 -0.660 1.773 1.6 -0.2 0.8
H 2.070 -1.901 1.696 0.3 -1.2 -0.2
```
Forces are in eV/Å.

Löwdin population analysis, charges in e, atoms 1 to 4:
1 C 0.02
2 C -0.22
3 C -0.14
4 C -0.11

---

| no. | E_tot (eV) |
| --- | --- |
| 1 | -33030.877 |
| 2 | -15117.830 |
| 3 | -15117.804 |
| 4 | -15118.478 |
| 5 | -28003.604 |
| 6 | -15676.501 |